Density functional theory data (ωB97M-V/def2-TZVPD) for a molecular structure, C22H15MoN3O7 at a distorted geometry.

Output
Spin multiplicity = 3
Frontier orbital gap (alpha / beta) = 0.2656 / 0.2756 Eh

Last column: Mulliken charge in e.
CARTESIAN COORDINATES (ANGSTROEM)
1 Mo -0.550989 0.706091 -0.436601  0.74
2 O -1.321923 1.392690 3.465280  -0.62
3 O -0.158487 2.204099 -1.762833  -0.74
4 O 3.874693 0.950879 -1.316541  -0.45
5 O -2.054512 -0.349945 -1.226053  -0.89
6 O 1.226083 0.104791 -1.004920  -0.93
7 O 1.590123 3.503329 -2.370740  -0.62
8 O -1.543706 0.990162 1.254674  -0.59
9 N 0.515585 2.107826 0.622245  0.32
10 N -1.657022 -1.947486 0.391651  -1.22
11 N -0.469340 -1.221253 0.444403  0.77
12 C -0.928493 1.462547 2.338548  0.33
13 C 3.497388 0.122326 -0.316382  0.21
14 C 1.295431 2.930352 -0.066119  0.76
15 C 0.957085 2.893844 -1.554547  0.34
16 C -3.716691 -2.041402 -0.827308  0.26
17 C -5.470366 -3.593306 -0.290098  -0.66
18 C 3.325894 0.726428 -2.620182  -0.61
19 C -4.381539 -1.687007 -1.994995  -0.32
20 C 2.176768 -0.306879 -0.148772  1.52
21 C -6.131135 -3.247676 -1.463098  -0.34
22 C 2.132640 3.792689 0.605469  -0.62
23 C 1.869476 -1.150655 0.931442  0.40
24 C 4.450712 -0.225108 0.623781  -0.50
25 C 2.854923 -1.521263 1.850916  -0.96
26 C -2.420016 -1.412976 -0.510823  1.00
27 C 4.136857 -1.036071 1.714050  -0.64
28 C 0.538672 -1.737858 1.025845  -0.40
29 C -4.263499 -2.994042 0.028855  -0.28
30 C -5.587736 -2.295709 -2.314769  -0.62
31 C 0.332872 2.207417 1.927072  0.46
32 C 1.122570 3.050744 2.673606  -0.74
33 C 2.069756 3.813492 1.995034  -0.30
34 H -3.735177 -3.252905 0.936718  0.44
35 H 0.967356 3.125332 3.742409  0.52
36 H 3.330050 -0.340857 -2.850519  0.31
37 H -5.898395 -4.331245 0.377247  0.38
38 H 0.396063 -2.682911 1.544919  0.44
39 H 3.981219 1.251708 -3.307824  0.27
40 H -7.073649 -3.720594 -1.711495  0.39
41 H 5.454433 0.157442 0.482628  0.45
42 H 2.317458 1.120175 -2.702479  0.12
43 H -6.103326 -2.024707 -3.228291  0.39
44 H 2.719500 4.479356 2.550618  0.46
45 H 2.780503 4.450673 0.041982  0.52
46 H 4.903109 -1.296842 2.433169  0.40
47 H 2.596153 -2.186923 2.667508  0.46
48 H -3.947373 -0.938775 -2.644684  0.41

Forces on atoms 1 to 6 (eV/Å):
-0.5158 -0.7887 -1.0860
-0.0850 -0.0116 0.2287
0.1959 0.2764 -0.0905
0.0317 0.1664 -0.0732
-0.2350 -0.2986 0.1880
0.3010 0.0585 0.5732

Density functional theory data (ωB97M-V/def2-TZVPD) for a molecular structure, C41H50AsBrN2RuS.

Output
Charge = +1
Spin multiplicity = 6
Frontier orbital gap (alpha / beta) = 0.2537 / 0.2434 Eh

Last column: Mulliken charge in e.
CARTESIAN COORDINATES (ANGSTROEM)
1 Ru 0.888059 0.365521 0.349083  1.71
2 Br 3.247225 0.439271 -0.311300  -0.55
3 As 0.101266 0.174253 -2.318498  0.87
4 S 0.792780 -7.050152 1.324450  -0.34
5 N 0.343844 -1.871423 0.294979  1.94
6 N -1.166071 -6.628951 -0.367500  -0.28
7 C 1.930849 1.334540 5.220809  -1.73
8 C 3.474031 1.479288 3.330039  -2.00
9 C 0.143279 2.303696 -4.310952  -0.25
10 C 2.860901 2.079135 -4.826346  -0.83
11 C 2.153056 0.833773 3.781835  1.70
12 C 0.352093 3.628346 -1.006584  -1.57
13 C -0.378698 0.763671 2.750317  0.88
14 C -1.060308 -3.773271 -0.004972  -0.99
15 C -4.027176 0.604802 -1.802352  -0.83
16 C -1.866901 3.831706 0.099989  -2.00
17 C -0.450218 -2.494651 -3.378675  -0.31
18 C 1.190722 -4.234724 -3.639517  -0.69
19 C 1.153466 2.277156 1.918279  -0.46
20 C -1.258043 -0.130981 3.639734  2.29
21 C -1.226998 -1.598324 3.197523  -1.46
22 C -0.901714 -0.058485 5.126012  -2.27
23 C 0.532661 -1.627556 -2.915770  1.10
24 C 0.131420 4.943309 1.091884  -1.82
25 C -2.652729 0.545574 -1.609360  -0.20
26 C -0.021242 -4.632355 0.337248  0.91
27 C 2.259570 1.230466 -3.910240  -0.33
28 C 1.353612 -2.697571 0.602948  -1.13
29 C 1.000462 1.252285 2.871163  0.21
30 C -4.552335 0.393267 -3.066381  -0.74
31 C -1.798522 0.276754 -2.671546  0.25
32 C 2.108086 3.038893 -5.486260  -0.56
33 C -2.335082 0.063590 -3.940596  -0.04
34 C -0.118660 -3.792784 -3.742990  -0.85
35 C 2.170145 -3.377281 -3.159920  -0.96
36 C 0.752602 3.153914 -5.223258  -0.87
37 C 1.206956 -4.067224 0.654075  -1.11
38 C -2.719099 0.349660 3.540548  -2.11
39 C -0.063962 2.489353 1.210835  -1.27
40 C 1.843331 -2.081339 -2.791459  -0.41
41 C 2.352254 -0.683026 3.743326  -1.33
42 C 0.893629 1.328975 -3.662150  0.82
43 C -0.838678 -2.409853 -0.008285  -1.07
44 C -0.961397 1.503303 1.691746  -0.56
45 C -0.363586 3.697458 0.340875  2.16
46 C -0.176007 -6.127262 0.388622  0.04
47 C -3.705630 0.122654 -4.134197  -0.80
48 H 2.315778 -2.235826 0.789081  0.42
49 H -2.065590 4.729642 -0.484218  0.46
50 H -1.648592 -1.699237 2.198377  0.07
51 H 2.038760 -4.702036 0.921990  0.47
52 H -2.416170 3.913636 1.037670  0.40
53 H 2.867986 0.506662 -3.385351  0.23
54 H -3.319038 -0.185342 4.274990  0.46
55 H 2.040760 2.873404 1.794747  0.79
56 H -2.262517 2.985670 -0.460831  0.25
57 H 1.503021 -1.240097 4.125276  0.14
58 H 0.257792 4.580820 -1.529127  0.61
59 H -2.055391 -4.122344 -0.235186  0.52
60 H 1.215666 4.949786 1.183880  0.37
61 H -1.633551 -1.726464 -0.281535  0.28
62 H 2.615479 -1.440450 -2.383182  0.12
63 H 4.274860 1.102979 3.964909  0.50
64 H -1.678507 -6.081276 -1.036396  0.18
65 H -4.114952 -0.042300 -5.120524  0.46
66 H 1.447650 -5.243247 -3.930025  0.43
67 H 0.163658 3.908332 -5.724902  0.43
68 H 2.579072 3.699855 -6.199583  0.41
69 H 3.920428 1.992293 -5.018782  0.44
70 H 0.072449 -0.475659 5.353416  0.34
71 H 3.191943 -3.716076 -3.067240  0.46
72 H -0.944534 0.961956 5.499692  0.42
73 H -1.480882 -2.171251 -3.462140  0.40
74 H -2.241132 0.726038 -0.620718  0.02
75 H 1.092967 0.871404 5.729679  0.18
76 H -0.887352 -4.454297 -4.116720  0.50
77 H 3.727661 1.249185 2.300099  0.19
78 H 1.776975 2.414331 5.222982  0.37
79 H 3.224456 -0.955569 4.336502  0.57
80 H -1.997634 1.450799 1.413117  0.85
81 H 2.827610 1.129527 5.805062  0.52
82 H -2.807240 1.415144 3.744327  0.40
83 H -0.296513 5.002701 2.091942  0.35
84 H -5.620225 0.440868 -3.223749  0.42
85 H -0.217068 -2.011153 3.198493  0.14
86 H -0.159008 5.839053 0.543733  0.47
87 H -3.157674 0.145352 2.564909  0.36
88 H -0.101781 2.866457 -1.640850  -0.06
89 H -1.636283 -0.642704 5.679505  0.57
90 H 2.543623 -1.016620 2.716810  0.02
91 H 3.452686 2.560995 3.452555  0.38
92 H -1.683264 -0.149610 -4.780273  0.58
93 H -4.683155 0.825030 -0.969886  0.49
94 H -1.836478 -2.195005 3.875379  0.57
95 H -0.913449 2.420174 -4.104884  0.39
96 H 1.416793 3.406118 -0.897680  0.23
97 H -1.303335 -7.629048 -0.362550  0.22

Forces on atoms 1 to 6 (eV/Å):
-0.2039 0.2703 0.1594
0.2467 0.0082 -0.0141
-0.2488 0.0328 -0.0912
0.0410 -0.1055 0.1197
0.0293 -0.0038 0.2644
-0.0289 -0.1249 0.0292

Density functional theory data (ωB97M-V/def2-TZVPD) for 6 unconnected molecules or ions with the total composition C26H52BClO11PS5 at a distorted geometry.

Output
Charge = -1
Frontier orbital gap = 0.1818 Eh

Last column: Mulliken charge in e.
CARTESIAN COORDINATES (ANGSTROEM)
1 Cl -0.290304 -1.200866 0.804363  -0.55
2 S 3.992348 6.249311 3.028523  1.15
3 S 1.774655 0.409289 7.044906  1.36
4 S -6.050013 0.589933 -7.307793  1.18
5 S -3.006572 -0.717335 -2.919961  1.37
6 S 1.345277 -4.406608 -2.664832  1.14
7 P 1.392487 -0.367019 2.091092  0.53
8 O 3.948198 7.451434 2.228775  -0.68
9 O -3.877360 -1.860425 -3.080579  -0.81
10 O 2.232864 -3.390229 -2.167515  -0.57
11 O 4.114496 6.316521 4.464880  -0.66
12 O 2.221295 1.439605 6.146990  -0.65
13 O 1.202974 -5.678702 -1.999299  -0.71
14 O 0.875496 -0.633360 6.624191  -0.80
15 O -6.025716 0.708590 -5.871843  -0.66
16 O -6.084094 1.751746 -8.157448  -0.71
17 O 2.937718 0.639664 -0.213650  -0.72
18 O -1.597768 -0.813030 -3.223297  -0.65
19 C 2.604118 5.189087 2.608422  -0.71
20 C -4.141785 1.690525 -2.765634  -0.73
21 C 5.265670 5.161161 2.397411  -0.83
22 C 3.436180 0.546883 9.069203  -0.68
23 C 3.198159 3.970853 1.889750  0.07
24 C 3.380178 -0.845498 4.049653  -0.21
25 C -1.046817 -0.140138 3.542440  -0.88
26 C 0.272007 -0.383332 3.662780  -0.07
27 C -7.375150 -0.534974 -7.767188  -0.68
28 C -3.215458 -0.020358 -1.285588  -0.18
29 C 3.613729 -1.755698 4.804059  -0.57
30 C -3.687521 0.679435 -3.822120  -0.24
31 C -5.299306 -1.880486 -7.766674  -0.55
32 C 1.114953 1.199120 8.523521  -0.86
33 C 4.622871 3.776417 2.416408  -0.52
34 C -3.259035 1.484525 -1.525300  -0.65
35 C -0.504881 -3.655115 -4.432419  -0.49
36 C 3.069493 -1.905600 0.074598  -0.86
37 C 2.936794 0.220186 3.184333  -0.76
38 C 2.048067 0.800381 9.673821  -0.55
39 C 0.321942 -4.794383 -5.050305  -0.70
40 C 1.698257 -4.711437 -4.396983  -0.77
41 C -6.696268 -1.760847 -8.392336  -0.63
42 C -4.703258 -0.477215 -7.807251  -0.67
43 C -0.285777 -3.697359 -2.917126  -0.38
44 C 3.204593 -0.319049 7.834337  -0.72
45 B 2.540391 -0.492697 0.528637  1.05
46 H 4.103750 0.058439 9.778510  0.38
47 H 2.943722 -1.340582 8.108944  0.35
48 H 2.203203 -2.533452 -0.084097  0.27
49 H 3.782475 0.478757 2.532813  0.31
50 H -5.185762 1.504081 -2.504743  0.30
51 H 3.229130 4.156588 0.814289  0.30
52 H -4.162951 -0.386848 -0.891066  0.36
53 H -0.313275 -2.706617 -2.470188  0.14
54 H 1.007431 1.035641 1.800238  -0.26
55 H 0.389282 -4.705549 -6.134950  0.36
56 H 1.120020 2.274046 8.354209  0.37
57 H -3.650648 2.012192 -0.657313  0.39
58 H 0.096367 0.854461 8.680807  0.34
59 H -2.395705 -0.330563 -0.640342  -0.13
60 H -1.809879 -0.790865 3.960064  0.23
61 H -0.142434 -5.755879 -4.818490  0.32
62 H -4.674848 -2.593206 -8.302672  0.35
63 H -7.918182 -0.794408 -6.860601  0.38
64 H -6.601888 -1.619776 -9.471045  0.30
65 H 1.916147 5.744079 1.976039  0.36
66 H 2.285392 -5.621795 -4.494376  0.40
67 H 2.075810 1.573149 10.441824  0.32
68 H -5.384398 -2.218639 -6.731739  0.29
69 H -4.077647 2.709297 -3.146131  0.37
70 H 1.736913 -1.745462 2.418923  -0.25
71 H 5.493078 5.477672 1.379744  0.37
72 H 2.206122 0.884326 -0.790988  0.26
73 H -2.896131 1.083877 -4.452048  0.42
74 H 0.675540 -0.561137 4.662950  0.22
75 H 5.183329 3.067192 1.809830  0.42
76 H 2.108957 4.906871 3.535789  0.37
77 H 2.685774 1.102185 3.769772  0.29
78 H -1.328680 0.711244 2.919734  0.26
79 H 1.683708 -0.115631 10.144002  0.29
80 H 3.748532 -2.362948 0.799106  0.33
81 H 4.589272 3.392857 3.438551  0.21
82 H -0.159533 -2.697334 -4.826417  0.24
83 H 3.645416 -1.813769 -0.844104  0.16
84 H 4.036897 -0.321711 7.135180  0.38
85 H -1.007541 -4.344548 -2.423087  0.35
86 H 2.585640 3.083339 2.048638  -0.28
87 H 3.590019 -2.679493 5.328242  0.39
88 H 6.152489 5.240660 3.022238  0.44
89 H -8.038645 -0.029879 -8.464141  0.34
90 H -2.251220 1.857472 -1.719739  0.27
91 H -4.513371 0.332784 -4.438630  -0.05
92 H -1.562833 -3.744953 -4.674838  0.32
93 H -4.419010 -0.194500 -8.820373  0.33
94 H -7.288483 -2.660193 -8.230960  0.34
95 H 3.889951 1.496647 8.777293  0.30
96 H -3.862284 -0.342581 -7.130320  0.35
97 H 2.262856 -3.858439 -4.772284  0.35

Forces on atoms 1 to 6 (eV/Å):
-0.7433 -0.1782 -1.0217
-0.0460 -0.2588 -0.2564
0.0479 -0.3499 0.0816
0.1065 -0.2177 -0.2823
-0.2197 0.3571 0.3727
-0.3455 0.3315 -0.0797